(1)
ORCA calculation (ωB97M-V/def2-TZVPD) on a structure of composition C19H15BrClCuNO4S.

ORCA input file:
```
! RIJCOSX wB97M-V def2-TZVPD def2/J DEFGRID3
* xyz -2 2
Cu 2.945 -0.827 0.267
Br 2.888 1.796 -1.596
C 1.508 2.452 -0.487
C 0.999 3.679 -0.819
C -0.058 4.238 -0.077
C -0.578 3.541 0.973
C -0.069 2.267 1.326
C -0.657 1.563 2.403
C -0.190 0.328 2.741
C 0.876 -0.250 2.022
C 1.497 0.369 0.957
C 1.010 1.672 0.602
H 1.416 4.213 -1.662
H -0.451 5.210 -0.350
H -1.399 3.946 1.556
H -1.479 2.026 2.940
H -0.637 -0.219 3.565
H 1.233 -1.226 2.332
C -3.860 0.616 -0.310
C -2.644 -0.093 -0.845
C -2.544 -1.478 -0.813
C -1.399 -2.126 -1.263
C -0.335 -1.382 -1.747
C -0.439 0.001 -1.821
C -1.582 0.638 -1.372
S 1.236 -2.146 -2.133
O 0.890 -3.442 -2.690
O 1.918 -1.207 -2.996
N 1.992 -2.269 -0.760
C 1.552 -3.372 0.093
C 2.358 -3.468 1.400
O 2.158 -4.487 2.084
O 3.118 -2.497 1.668
H -4.515 -0.075 0.223
H -4.440 1.079 -1.114
H -3.567 1.409 0.383
H -3.365 -2.062 -0.408
H -1.319 -3.205 -1.232
H 0.397 0.564 -2.214
H -1.630 1.723 -1.393
H 1.636 -4.328 -0.424
H 0.500 -3.262 0.397
Cl 5.034 0.091 0.590
*
```

- F_max: 0.3 eV/Å
- Calculated total energy: -167669.0836 eV
- Orbital gap (spin up / spin down): 6.805 / 7.008 eV
- <S²>: 0.75
- ΔE to the lowest compared entry with this formula, charge and spin: 0.4 kcal/mol
- HOMO (spin up / spin down): -2.28 / -2.48 eV

(2)
ORCA calculation (ωB97M-V/def2-TZVPD) on a structure of composition C13H31AsBCoIO5PTe.

ORCA input file:
```
! RIJCOSX wB97M-V def2-TZVPD def2/J DEFGRID3
* xyz -1 4
Co 0.505 -1.687 1.553
C 6.244 0.613 0.181
C 5.279 0.318 1.311
O 4.233 -0.506 0.828
P 2.693 -0.147 1.322
O 1.820 -0.901 0.275
Te -1.056 0.261 2.421
O 2.443 -1.378 2.523
C 2.757 -1.092 3.884
C 1.729 -1.733 4.789
H 7.081 1.219 0.533
H 5.735 1.153 -0.617
H 6.639 -0.314 -0.235
H 4.871 1.250 1.721
H 5.794 -0.200 2.128
H 2.781 -0.006 4.034
H 3.759 -1.486 4.088
H 0.736 -1.344 4.561
H 1.950 -1.516 5.836
H 1.710 -2.814 4.651
I -0.389 -4.051 1.795
C 0.195 0.786 -2.213
C -0.168 2.047 -1.439
C 0.658 3.228 -1.913
O 0.151 1.789 -0.057
B -0.985 1.289 0.533
O -2.109 1.507 -0.246
C -1.703 2.307 -1.379
C -2.061 3.752 -1.057
C -2.461 1.833 -2.606
H 1.241 0.549 -2.021
H 0.046 0.913 -3.288
H -0.392 -0.066 -1.868
H 1.713 2.951 -1.921
H 0.537 4.087 -1.255
H 0.374 3.518 -2.927
H -1.532 4.094 -0.167
H -3.132 3.810 -0.861
H -1.823 4.421 -1.885
H -2.360 0.758 -2.735
H -2.091 2.332 -3.505
H -3.521 2.066 -2.499
C -4.038 -1.362 -2.027
As -2.709 -2.193 -0.832
C -3.910 -2.320 0.707
C -2.978 -4.025 -1.495
H -4.982 -1.910 -2.001
H -3.658 -1.348 -3.050
H -4.200 -0.335 -1.703
H -4.821 -2.854 0.430
H -4.148 -1.313 1.045
H -3.396 -2.841 1.513
H -4.035 -4.296 -1.477
H -2.411 -4.712 -0.867
H -2.604 -4.099 -2.517
*
```

- F_max: 0.4 eV/Å
- Calculated total energy: -148054.5876 eV
- Orbital gap (spin up / spin down): 6.933 / 6.942 eV
- <S²>: 3.76
- ΔE to the lowest compared entry with this formula, charge and spin: 0.0 kcal/mol
- HOMO (spin up / spin down): -4.25 / -4.27 eV

(3)
ORCA calculation (ωB97M-V/def2-TZVPD) on the molecule C4H7FO.

ORCA input file:
```
! RIJCOSX wB97M-V def2-TZVPD def2/J DEFGRID3
* xyz 0 1
F -1.163 1.183 2.062
C -1.043 0.515 0.715
C -0.242 -0.951 0.792
C 0.800 -0.626 -0.466
C 0.527 0.844 -1.139
O -0.280 1.522 -0.095
H -2.061 0.184 0.189
H -0.997 -1.852 0.663
H 0.381 -1.179 1.769
H 0.635 -1.521 -1.201
H 1.846 -0.499 0.061
H 1.531 1.448 -1.139
H 0.066 0.932 -2.211
*
```

- F_max: 4.0 eV/Å
- Calculated total energy: -9023.6002 eV
- Orbital gap: 11.176 eV
- ΔE to the lowest compared entry with this formula, charge and spin: 61.6 kcal/mol
- HOMO: -10.28 eV

(4)
ORCA calculation (ωB97M-V/def2-TZVPD) on a cluster of 3 separate species, C39H27N3O6 in total.

ORCA input file:
```
! RIJCOSX wB97M-V def2-TZVPD def2/J DEFGRID3
* xyz 0 1
O -2.196 4.276 -0.804
C -3.315 4.720 -1.002
C -3.708 6.038 -0.453
C -2.784 6.785 0.279
C -3.133 8.040 0.764
C -4.405 8.555 0.520
C -5.334 7.805 -0.193
C -4.990 6.542 -0.676
C -5.991 5.745 -1.419
O -7.127 6.163 -1.567
C -5.591 4.437 -1.985
C -6.516 3.692 -2.719
C -6.140 2.478 -3.282
C -4.840 2.004 -3.117
C -3.921 2.737 -2.374
C -4.296 3.954 -1.802
H -1.790 6.392 0.468
H -2.411 8.622 1.329
H -4.672 9.540 0.889
H -6.325 8.210 -0.376
H -7.529 4.058 -2.855
H -6.859 1.902 -3.856
H -4.545 1.061 -3.565
H -2.910 2.361 -2.246
O 2.808 -1.501 4.351
C 3.379 -2.566 4.188
C 3.209 -3.325 2.929
C 2.405 -2.806 1.914
C 2.270 -3.493 0.712
C 2.940 -4.700 0.520
C 3.729 -5.228 1.536
C 3.860 -4.545 2.745
C 4.688 -5.125 3.827
O 5.212 -6.217 3.687
C 4.874 -4.356 5.078
C 5.681 -4.876 6.092
C 5.889 -4.146 7.258
C 5.293 -2.896 7.415
C 4.477 -2.383 6.412
C 4.261 -3.114 5.243
H 1.885 -1.864 2.056
H 1.643 -3.085 -0.075
H 2.845 -5.230 -0.423
H 4.244 -6.172 1.382
H 6.152 -5.846 5.974
H 6.520 -4.550 8.043
H 5.464 -2.323 8.321
H 4.013 -1.410 6.543
C 1.439 0.963 0.351
C -0.109 1.083 -0.074
C -0.939 -0.308 0.123
C -0.590 -1.330 -1.086
C -1.319 -2.720 -1.183
N -1.136 -3.702 -2.200
C -0.172 -3.210 -3.152
C 0.138 -4.151 -4.393
C 1.143 -3.796 -5.518
C 1.911 -2.420 -5.396
O 2.889 -1.961 -6.375
N 2.212 -1.014 -7.123
O 2.538 0.088 -6.807
C 1.641 -1.483 -4.200
C 0.588 -1.862 -3.078
N 0.391 -0.897 -2.025
H 1.788 1.988 0.736
H 1.649 0.145 1.125
H 2.085 0.731 -0.581
H -0.617 1.898 0.568
H -0.172 1.473 -1.158
H -0.775 -0.772 1.158
H -2.050 -0.024 -0.045
H -2.093 -2.962 -0.361
H -0.408 -5.161 -4.478
H 1.360 -4.465 -6.420
H 2.195 -0.491 -4.093
*
```

- F_max: 6.0 eV/Å
- Calculated total energy: -57628.5006 eV
- Orbital gap: 7.866 eV
- HOMO: -9.04 eV

(5)
ORCA calculation (ωB97M-V/def2-TZVPD) on the molecule C4H5NO2S.

ORCA input file:
```
! RIJCOSX wB97M-V def2-TZVPD def2/J DEFGRID3
* xyz 0 1
O 2.854 0.079 0.177
C 1.837 -0.160 -0.432
C 0.570 -0.615 0.272
O -0.158 -1.491 -0.597
N -1.518 -1.295 -0.399
C -1.689 -0.238 0.307
C -0.425 0.494 0.632
S -0.335 2.060 -0.318
H 1.763 -0.065 -1.547
H 0.871 -1.167 1.176
H -2.690 0.093 0.535
H -0.385 0.780 1.669
H -0.695 1.526 -1.475
*
```

- F_max: 1.0 eV/Å
- Calculated total energy: -20646.9278 eV
- Orbital gap: 10.449 eV
- ΔE to the lowest compared entry with this formula, charge and spin: 75.0 kcal/mol
- HOMO: -9.91 eV

(6)
ORCA calculation (ωB97M-V/def2-TZVPD) on the molecule C18H20N2OS.

ORCA input file:
```
! RIJCOSX wB97M-V def2-TZVPD def2/J DEFGRID3
* xyz 0 1
C -4.418 -0.611 -0.150
O -3.871 0.036 -1.377
C -2.671 -0.477 -1.742
C -2.425 -1.653 -2.548
C -3.538 -2.433 -3.253
C -1.110 -1.993 -2.908
N -0.093 -1.297 -2.650
C -0.237 -0.239 -1.861
C 1.033 0.353 -1.553
C 1.822 -0.355 -0.585
C 2.891 0.283 0.108
C 4.155 0.632 -0.807
N 2.444 1.469 0.888
C 2.222 1.163 2.181
C 1.659 2.044 3.099
C 1.352 1.644 4.416
C 1.758 0.305 4.822
C 2.513 -0.565 3.947
C 2.695 -0.056 2.634
S 3.504 -0.879 1.341
C -1.489 0.227 -1.421
C -1.622 1.587 -0.690
H -3.615 -0.812 0.513
H -5.201 -0.030 0.335
H -4.872 -1.499 -0.559
H -3.953 -3.327 -2.730
H -3.166 -2.955 -4.151
H -4.391 -1.809 -3.525
H -0.850 -2.855 -3.410
H 1.190 1.378 -1.761
H 1.436 -1.377 -0.326
H 3.807 1.362 -1.493
H 4.837 1.159 -0.210
H 4.694 -0.213 -1.272
H 2.083 2.320 0.490
H 1.407 3.103 2.794
H 0.669 2.161 5.175
H 1.536 -0.088 5.800
H 2.708 -1.646 4.165
H -2.512 2.110 -0.996
H -0.832 2.256 -1.120
H -1.548 1.578 0.390
*
```

- F_max: 7.1 eV/Å
- Calculated total energy: -34850.1772 eV
- Orbital gap: 7.962 eV
- ΔE to the lowest compared entry with this formula, charge and spin: 102.1 kcal/mol
- HOMO: -7.28 eV

(7)
ORCA calculation (ωB97M-V/def2-TZVPD) on the ion C7H17P2 with charge +1.

ORCA input file:
```
! RIJCOSX wB97M-V def2-TZVPD def2/J DEFGRID3
* xyz 1 1
C -2.617 -0.666 -0.009
C -1.488 0.071 -0.371
C -3.907 -0.454 -0.699
C 2.888 0.172 -0.536
C 1.584 2.100 -0.086
C 0.291 -0.160 2.116
C 1.478 0.780 -0.632
P 0.894 -2.307 -0.423
P 0.145 -0.384 0.250
H -2.385 -1.723 0.370
H -1.662 1.132 -0.762
H -4.677 0.000 -0.181
H -4.281 -1.365 -1.170
H -3.697 0.362 -1.489
H 3.448 0.378 0.401
H 3.716 0.566 -1.217
H 2.829 -0.811 -0.787
H 2.077 2.063 0.939
H 0.676 2.810 -0.052
H 2.338 2.756 -0.613
H -0.283 0.709 2.550
H 1.463 -0.038 2.319
H -0.004 -1.139 2.598
H 1.086 0.571 -1.613
H 0.015 -2.359 -1.407
H 0.073 -3.067 0.505
*
```

- F_max: 5.3 eV/Å
- Calculated total energy: -26103.3750 eV
- Orbital gap: 10.195 eV
- ΔE to the lowest compared entry with this formula, charge and spin: 2.9 kcal/mol
- HOMO: -13.72 eV

(8)
ORCA calculation (ωB97M-V/def2-TZVPD) on a structure of composition C30H23F4N11NiO2.

ORCA input file:
```
! RIJCOSX wB97M-V def2-TZVPD def2/J DEFGRID3
* xyz 2 1
Ni -0.276 0.064 1.210
N 0.961 -0.689 -0.062
C 2.117 -1.324 0.644
C 3.450 -0.959 -0.052
C 4.703 -0.590 0.756
C 5.389 -1.622 1.649
N 5.527 -2.954 1.053
C 4.915 -4.048 1.503
N 5.327 -5.248 1.080
N 3.887 -3.958 2.338
C 2.008 -0.929 2.119
O 2.708 -1.495 2.943
O 1.123 -0.033 2.393
H 0.582 -1.274 -0.800
H 1.290 0.160 -0.520
H 1.963 -2.403 0.618
H 3.259 -0.068 -0.657
H 3.691 -1.744 -0.772
H 4.503 0.281 1.385
H 5.425 -0.252 0.009
H 4.872 -1.723 2.594
H 6.391 -1.262 1.881
H 6.262 -3.089 0.377
H 6.201 -5.359 0.596
H 4.845 -6.087 1.355
H 3.488 -3.052 2.615
H 3.542 -4.787 2.792
F -5.717 2.771 4.900
C -4.660 2.554 5.667
C -4.760 2.745 6.994
F -5.908 3.144 7.491
C -3.644 2.534 7.903
C -2.420 2.079 7.262
C -2.333 1.895 5.935
F -1.185 1.481 5.407
C -3.437 2.121 5.039
C -3.324 1.935 3.683
C -2.128 1.518 3.038
N -1.268 1.223 2.338
C -4.371 2.125 2.721
N -5.210 2.221 1.942
F -1.363 1.840 8.005
C -3.737 2.755 9.242
C -4.935 3.196 9.893
N -5.863 3.527 10.484
C -2.645 2.572 10.152
N -1.768 2.449 10.883
N -6.583 0.764 -1.692
C -7.801 0.233 -2.053
C -8.999 0.822 -2.458
C -10.031 -0.040 -2.750
C -9.888 -1.440 -2.647
C -8.707 -2.014 -2.244
C -7.644 -1.156 -1.938
N -6.371 -1.453 -1.503
C -5.778 -0.296 -1.369
C -4.400 -0.178 -0.919
C -3.674 1.013 -0.951
C -2.394 1.042 -0.448
N -1.800 -0.043 0.074
C -2.480 -1.206 0.067
C -3.758 -1.315 -0.418
H -6.378 1.741 -1.578
H -9.115 1.894 -2.542
H -10.981 0.365 -3.071
H -10.733 -2.069 -2.892
H -8.590 -3.086 -2.161
H -4.093 1.925 -1.353
H -1.820 1.959 -0.440
H -1.967 -2.067 0.480
H -4.285 -2.258 -0.403
*
```

- F_max: 0.6 eV/Å
- Calculated total energy: -103868.1435 eV
- Orbital gap (spin up / spin down): 4.624 / 4.627 eV
- ΔE to the lowest compared entry with this formula, charge and spin: 6.0 kcal/mol
- HOMO (spin up / spin down): -12.17 / -12.17 eV

(9)
ORCA calculation (ωB97M-V/def2-TZVPD) on the molecule C3H4N2OS.

ORCA input file:
```
! RIJCOSX wB97M-V def2-TZVPD def2/J DEFGRID3
* xyz 0 1
S 3.039 0.063 0.000
C 1.408 0.123 -0.041
N 0.648 1.253 -0.076
N -0.716 1.327 -0.059
C -1.345 0.223 -0.033
C -0.689 -1.090 0.053
O 0.758 -1.052 -0.191
H 1.141 2.161 0.006
H -2.422 0.321 0.103
H -1.008 -1.762 -0.792
H -0.814 -1.567 1.031
*
```

- F_max: 2.2 eV/Å
- Calculated total energy: -19037.1859 eV
- Orbital gap: 9.031 eV
- ΔE to the lowest compared entry with this formula, charge and spin: 43.0 kcal/mol
- HOMO: -8.73 eV

(10)
ORCA calculation (ωB97M-V/def2-TZVPD) on a structure of composition C8H12N2O3PS.

ORCA input file:
```
! RIJCOSX wB97M-V def2-TZVPD def2/J DEFGRID3
* xyz -1 1
C 1.761 -2.161 0.141
C -1.136 0.786 -3.222
C -0.607 -2.434 0.394
C -2.214 0.454 -0.993
C 0.391 1.757 2.437
C 0.481 -1.475 0.182
C -1.224 -0.008 -2.039
C 1.399 0.829 1.833
N 2.575 -2.953 0.165
N -1.178 1.430 -4.140
O 2.200 2.677 -0.051
O 0.463 1.106 -0.620
O 2.650 0.267 -0.325
P 0.624 -0.271 -1.392
S 1.916 1.333 0.345
H -0.407 -3.500 0.737
H -1.387 -1.946 0.896
H -1.008 -2.595 -0.649
H -3.123 0.394 -1.590
H -2.187 -0.278 -0.141
H -1.936 1.403 -0.573
H -0.525 1.707 1.888
H 0.287 1.636 3.484
H 0.811 2.693 2.140
H 0.563 -0.639 0.988
H -1.464 -1.028 -2.432
H 2.279 0.816 2.537
*
```

- F_max: 3.9 eV/Å
- Calculated total energy: -37735.2778 eV
- Orbital gap: 7.416 eV
- ΔE to the lowest compared entry with this formula, charge and spin: 57.1 kcal/mol
- HOMO: -4.19 eV

(11)
ORCA calculation (ωB97M-V/def2-TZVPD) on a structure of composition C13H15ErI2N6O.

ORCA input file:
```
! RIJCOSX wB97M-V def2-TZVPD def2/J DEFGRID3
* xyz 2 4
Er 0.262 -0.680 -0.203
C -1.638 3.537 -2.167
N -0.230 3.256 -2.466
C 0.504 4.188 -3.328
C 0.328 2.159 -1.953
N -0.321 1.305 -1.189
N 1.665 1.967 -2.283
C 2.545 0.942 -2.005
N 3.752 1.106 -2.558
N 2.236 -0.095 -1.270
H -1.921 4.460 -2.659
H -1.789 3.666 -1.094
H -2.282 2.742 -2.548
H -0.167 4.987 -3.620
H 0.844 3.698 -4.244
H 1.342 4.646 -2.797
H -1.289 1.597 -1.093
H 2.052 2.698 -2.857
H 3.990 1.892 -3.140
H 4.470 0.413 -2.424
H 3.025 -0.735 -1.229
I -2.440 -5.122 -0.797
C -1.853 -4.174 0.938
C -2.171 -4.766 2.187
C -1.813 -4.190 3.372
I -2.324 -5.136 5.147
C -1.095 -2.954 3.364
C -0.678 -2.269 4.519
C 0.010 -1.082 4.422
C 0.289 -0.574 3.157
N -0.081 -1.181 2.033
C -0.777 -2.369 2.118
C -1.166 -2.991 0.897
O -0.830 -2.363 -0.253
H -2.713 -5.701 2.182
H -0.907 -2.689 5.489
H 0.334 -0.546 5.300
H 0.835 0.359 3.056
*
```

- F_max: 0.7 eV/Å
- Calculated total energy: -68525.1001 eV
- Orbital gap (spin up / spin down): 6.848 / 6.925 eV
- <S²>: 3.75
- ΔE to the lowest compared entry with this formula, charge and spin: 0.0 kcal/mol
- HOMO (spin up / spin down): -13.00 / -13.00 eV

(12)
ORCA calculation (ωB97M-V/def2-TZVPD) on a structure of composition C23H30BrN6O2V.

ORCA input file:
```
! RIJCOSX wB97M-V def2-TZVPD def2/J DEFGRID3
* xyz 2 3
V 0.923 0.891 -0.350
O -2.323 3.150 -1.744
C -3.321 2.689 -0.934
C -4.635 3.105 -1.136
C -5.663 2.638 -0.340
C -5.395 1.742 0.688
C -4.089 1.340 0.894
C -3.036 1.790 0.092
C -1.676 1.247 0.446
O -0.592 1.789 -0.273
N -1.666 -0.243 0.275
N -0.538 -0.661 -0.385
C -0.567 -1.697 -1.132
C 0.525 -1.987 -2.049
Br 1.427 -0.374 -2.652
C 0.835 -3.130 -2.664
C 0.283 -4.452 -2.374
C 0.320 -5.398 -3.401
C -0.224 -6.656 -3.214
C -0.789 -6.988 -1.990
C -0.799 -6.067 -0.949
C -0.263 -4.806 -1.136
H -2.715 3.753 -2.387
H -4.847 3.803 -1.939
H -6.674 2.976 -0.521
H -6.188 1.377 1.324
H -3.870 0.661 1.713
H -1.489 1.448 1.505
H -2.524 -0.602 -0.130
H -1.455 -2.324 -1.190
H 1.542 -3.084 -3.486
H 0.762 -5.137 -4.355
H -0.201 -7.379 -4.018
H -1.205 -7.975 -1.839
H -1.210 -6.342 0.013
H -0.224 -4.120 -0.298
N 2.092 2.548 -1.133
C 3.428 2.901 -0.565
C 4.345 1.694 -0.466
C 3.979 0.701 0.626
N 2.791 -0.133 0.266
H 2.222 2.388 -2.131
H 1.476 3.360 -1.100
H 3.266 3.322 0.427
H 3.886 3.676 -1.180
H 5.350 2.060 -0.254
H 4.415 1.187 -1.436
H 3.736 1.234 1.545
H 4.824 0.046 0.836
H 2.592 -0.748 1.052
H 3.078 -0.766 -0.479
C 0.654 1.209 5.235
N 0.818 1.639 3.841
C 0.868 2.935 3.384
C 1.044 2.861 2.042
N 1.121 1.532 1.667
C 0.964 0.835 2.784
H 0.264 2.045 5.807
H 1.610 0.901 5.648
H -0.056 0.388 5.280
H 0.768 3.779 4.045
H 1.076 3.671 1.334
H 0.949 -0.241 2.862
*
```

- F_max: 1.1 eV/Å
- Calculated total energy: -133091.3409 eV
- Orbital gap (spin up / spin down): 7.196 / 7.049 eV
- <S²>: 2.02
- ΔE to the lowest compared entry with this formula, charge and spin: 0.0 kcal/mol
- HOMO (spin up / spin down): -13.16 / -13.16 eV

(13)
ORCA calculation (ωB97M-V/def2-TZVPD) on the molecule C6H8OS.

ORCA input file:
```
! RIJCOSX wB97M-V def2-TZVPD def2/J DEFGRID3
* xyz 0 1
C 2.817 -0.423 0.624
O 1.758 0.235 -0.241
C 0.529 0.550 0.328
C -0.587 -0.450 0.858
C -0.482 -1.512 -0.207
C -0.376 -0.758 -1.242
C -0.397 0.641 -0.931
S -1.906 0.839 0.262
H 2.210 -1.108 1.273
H 3.582 -0.911 -0.088
H 3.407 0.360 1.137
H 0.669 1.406 0.999
H -0.941 -0.752 1.986
H -0.354 -2.747 -0.238
H -0.579 -1.276 -2.201
H -0.598 1.436 -1.734
*
```

- F_max: 6.2 eV/Å
- Calculated total energy: -19229.4230 eV
- Orbital gap: 9.116 eV
- ΔE to the lowest compared entry with this formula, charge and spin: 111.6 kcal/mol
- HOMO: -8.58 eV